## A
An isolated molecule of C4H6N2O2. Source: OMol25; level of theory: ωB97M-V/def2-TZVPD.

Last column: natural (NBO) charge in e.
Atoms and positions in Å:
O: 2.739 0.547 -1.068  -0.574
C: 1.703 1.041 -0.689  0.539
N: 0.551 0.226 -0.707  -0.483
N: -0.622 0.768 -0.401  -0.192
C: -1.919 0.072 -0.524  -0.213
C: -1.327 0.187 0.895  -0.249
C: -0.804 -0.970 1.646  0.374
O: -0.325 -1.837 0.883  -0.552
H: 1.512 2.142 -0.103  0.133
H: 0.514 -0.813 -1.070  0.411
H: -1.925 -0.828 -1.080  0.218
H: -2.756 0.765 -0.801  0.219
H: -1.489 1.048 1.534  0.214
H: -0.590 -0.924 2.783  0.155

Summary:
Frontier orbital gap, eV: 9.1002
Structure (SMILES): O=CNN1C[C@H]1C=O
Charge: 0
HOMO level, eV: -9.05
Lowest unoccupied orbital energy, eV: 0.05

## B
An isolated molecule of C4H6N2O2. Source: OMol25; level of theory: ωB97M-V/def2-TZVPD.

Last column: natural (NBO) charge in e.
Atoms and positions in Å:
O: 0.997 -2.504 1.569  -0.576
C: 1.346 -1.347 1.348  0.516
N: 0.934 -0.766 0.132  -0.500
N: 0.924 0.564 -0.167  -0.181
C: 0.285 1.043 -1.443  -0.210
C: -0.621 1.108 -0.145  -0.272
C: -1.790 0.155 0.106  0.388
O: -1.743 -0.985 -0.451  -0.551
H: 1.997 -0.654 2.025  0.140
H: 0.189 -1.255 -0.576  0.412
H: -0.109 0.265 -2.042  0.217
H: 0.852 1.836 -1.764  0.230
H: -0.627 1.928 0.605  0.224
H: -2.634 0.611 0.803  0.163

Summary:
Frontier orbital gap, eV: 8.7604
Structure (SMILES): O=CNN1C[C@H]1C=O
Charge: 0
HOMO level, eV: -9.01
Lowest unoccupied orbital energy, eV: -0.25

## C
An isolated molecule of C4H6N2O2. Source: OMol25; level of theory: ωB97M-V/def2-TZVPD.

Last column: natural (NBO) charge in e.
Atoms and positions in Å:
C: 1.056 -1.437 -0.386  -0.666
C: -1.285 -0.276 0.144  0.545
C: 0.108 0.914 0.390  0.335
C: 0.140 -0.470 0.254  -0.030
N: 0.929 1.898 -0.074  -0.781
O: -1.820 0.322 1.238  -0.345
O: -2.113 -0.943 -0.678  -0.665
N: -0.611 0.980 1.650  -0.400
H: -2.915 -0.409 -0.777  0.499
H: 1.859 1.662 -0.389  0.394
H: 0.795 2.809 0.344  0.408
H: 0.909 -1.426 -1.472  0.239
H: 0.853 -2.455 -0.043  0.242
H: 2.098 -1.170 -0.201  0.225

Summary:
Frontier orbital gap, eV: 7.2628
Charge: 0
HOMO level, eV: -6.82
Lowest unoccupied orbital energy, eV: 0.45

The structure with the least stability is C.